No. 1
{"formula": "C2H4FNO2S", "method": "ωB97M-V/def2-TZVPD", "elements": ["C", "C", "N", "O", "O", "F", "S", "H", "H", "H", "H"], "coordinates": [[1.78839, 0.17289, 1.62615], [1.46912, 0.03300, 0.37760], [-1.76929, 0.49578, -1.59512], [-1.37882, -1.99521, -0.99516], [-2.03927, -0.36425, 0.80743], [2.85748, 0.96170, 2.06979], [-1.33793, -0.70208, -0.40021], [1.31354, -0.09476, 2.55831], [1.79162, 0.20133, -0.62014], [-1.25205, 1.38888, -1.45407], [-1.44280, -0.09729, -2.37459]], "atomic_forces_ev_per_a": [[0.7, 1.3, 1.1], [-0.6, -0.4, 0.2], [0.8, -1.8, 0.4], [-0.4, -0.6, -0.7], [-0.1, -0.2, 0.0], [-0.3, -0.6, -0.9], [0.8, 2.4, 1.3], [-0.6, -0.6, -0.4], [0.2, 0.2, -0.3], [-0.3, -1.1, -0.2], [-0.1, 1.4, -0.5]], "total_charge": 0, "e_tot_ha": -781.7119, "e_homo_ev": [-10.31, -9.54], "e_above_lowest_ev": 4.306, "orbital_gap_ha": [0.3121, 0.3046]}



No. 2
{"formula": "C30H28N3OPPtSSbSe4", "method": "ωB97M-V/def2-TZVPD", "elements": ["Pt", "Se", "Sb", "Se", "Se", "Se", "O", "P", "C", "C", "C", "C", "C", "C", "C", "C", "C", "C", "C", "C", "C", "C", "C", "C", "C", "C", "H", "H", "H", "H", "H", "H", "H", "H", "H", "H", "H", "H", "H", "H", "H", "N", "C", "S", "N", "C", "C", "C", "C", "C", "C", "H", "H", "H", "H", "H", "H", "H", "H", "C", "C", "C", "N", "C", "C", "H", "H", "H", "H", "H"], "coordinates": [[-0.86940, 0.04057, -0.95369], [-4.97639, 0.87610, 0.10386], [-4.08352, -0.32286, -1.80103], [-2.14444, 1.04700, -2.71613], [-2.23157, -1.95808, -1.15738], [-5.56495, -1.25375, -3.44703], [0.16164, -1.00764, 0.68186], [0.58377, -0.56614, 2.04585], [1.90579, 0.65903, 1.98628], [1.90277, 1.84820, 2.70612], [2.97590, 2.72366, 2.59846], [4.04471, 2.41437, 1.77076], [4.04101, 1.23589, 1.03392], [2.97493, 0.35857, 1.14008], [-0.76008, 0.06687, 3.05185], [-0.57425, 0.33289, 4.41092], [-1.62960, 0.80288, 5.17203], [-2.87608, 0.99487, 4.58222], [-3.06871, 0.71031, 3.24031], [-2.01152, 0.24286, 2.46830], [1.25790, -1.98568, 2.92688], [2.29810, -1.88854, 3.84476], [2.73839, -3.02163, 4.51444], [2.14366, -4.24937, 4.26183], [1.11114, -4.34953, 3.33807], [0.66578, -3.22101, 2.66854], [1.05806, 2.10162, 3.33379], [2.96962, 3.65266, 3.15439], [4.87892, 3.10009, 1.68756], [4.86216, 1.00363, 0.36817], [2.95046, -0.54908, 0.54673], [0.38971, 0.15873, 4.87690], [-1.48607, 1.00889, 6.22535], [-3.70306, 1.35836, 5.17977], [-4.03201, 0.83469, 2.76146], [-2.18179, 0.00806, 1.42066], [2.77502, -0.93238, 4.02753], [3.55070, -2.94634, 5.22604], [2.49051, -5.13383, 4.78126], [0.65453, -5.30914, 3.13385], [-0.12745, -3.28869, 1.93291], [1.07566, 0.22397, -4.79216], [0.90440, -0.68795, -3.79789], [1.90259, -0.70059, -2.44958], [-0.11353, -1.55643, -3.92752], [-0.99792, -1.65829, -5.03371], [-0.51392, -1.78448, -6.33288], [-1.40740, -1.89712, -7.38855], [-2.77591, -1.90244, -7.15486], [-3.25014, -1.79847, -5.85402], [-2.36700, -1.67555, -4.79435], [1.70305, 0.96952, -4.54371], [0.24981, 0.48573, -5.31420], [-0.44999, -1.93578, -3.04744], [0.55257, -1.79934, -6.51349], [-1.02622, -1.99102, -8.39823], [-3.46859, -1.98682, -7.98281], [-4.31107, -1.78255, -5.63970], [-2.74219, -1.57679, -3.78294], [0.69953, 4.48838, 0.31291], [-0.59208, 4.04485, 0.54425], [-0.95033, 2.77347, 0.12996], [-0.07444, 1.95173, -0.46490], [1.16654, 2.38181, -0.70357], [1.59091, 3.64506, -0.33084], [1.00435, 5.48138, 0.61950], [-1.33125, 4.66992, 1.02543], [-1.95920, 2.39199, 0.24819], [1.81140, 1.67855, -1.21700], [2.60608, 3.95013, -0.54436]], "atomic_forces_ev_per_a": [[-0.3, 0.0, 0.3], [0.0, 0.0, 0.0], [0.0, 0.1, 0.2], [0.0, 0.3, 0.1], [0.0, 0.0, 0.2], [-0.3, 0.1, 0.4], [0.1, 0.0, -0.2], [-0.1, 0.0, 0.0], [0.0, 0.0, 0.1], [0.0, 0.0, 0.0], [0.0, 0.0, 0.0], [0.0, 0.0, 0.0], [0.0, 0.0, 0.0], [0.0, 0.0, 0.0], [0.0, 0.0, 0.0], [0.0, 0.0, 0.0], [0.0, 0.0, 0.0], [0.0, 0.0, 0.0], [0.0, 0.0, 0.0], [0.0, 0.0, 0.0], [0.0, 0.0, 0.0], [0.0, 0.0, 0.0], [0.0, 0.0, 0.0], [0.0, 0.0, 0.0], [0.0, 0.0, 0.0], [0.0, 0.0, 0.0], [0.0, 0.0, 0.0], [0.0, 0.0, 0.0], [0.0, 0.0, 0.0], [0.0, 0.0, 0.0], [0.0, 0.0, 0.0], [0.0, 0.0, 0.0], [0.0, 0.0, 0.0], [0.0, 0.0, 0.0], [0.0, 0.0, 0.0], [0.0, 0.0, 0.0], [0.0, 0.0, 0.0], [0.0, 0.0, 0.0], [0.0, 0.0, 0.0], [0.0, 0.0, 0.0], [0.0, 0.0, 0.0], [0.0, 0.0, 0.0], [-0.3, 0.1, -0.1], [0.3, -0.1, 0.0], [0.3, 0.0, -0.1], [-0.1, 0.0, 0.0], [0.0, 0.0, 0.0], [0.0, 0.0, -0.1], [0.1, 0.0, 0.1], [0.1, -0.1, -0.2], [0.0, 0.0, -0.2], [0.0, 0.0, 0.0], [0.0, 0.0, 0.0], [0.0, -0.1, 0.0], [0.0, 0.0, 0.0], [0.0, 0.0, 0.0], [0.0, 0.0, 0.0], [0.1, 0.0, 0.0], [0.2, -0.2, -0.3], [0.0, 0.0, 0.0], [0.0, 0.0, 0.0], [0.0, 0.0, 0.0], [-0.1, -0.1, -0.1], [0.0, 0.0, 0.0], [0.0, 0.0, 0.0], [0.0, 0.0, 0.0], [0.0, 0.0, 0.0], [0.0, 0.0, 0.0], [0.0, 0.0, 0.0], [0.0, 0.0, 0.0]], "total_charge": -1, "e_tot_ha": -12104.6145, "e_homo_ev": -4.16, "e_above_lowest_ev": 0.494, "orbital_gap_ha": 0.2254}



No. 3
{"formula": "C67H49BInNO6P3Si", "method": "ωB97M-V/def2-TZVPD", "elements": ["In", "C", "C", "C", "C", "C", "C", "P", "C", "C", "C", "C", "C", "C", "C", "C", "C", "C", "C", "C", "Si", "C", "C", "C", "C", "C", "C", "P", "C", "C", "C", "C", "C", "C", "C", "C", "C", "C", "C", "C", "C", "C", "C", "C", "C", "C", "P", "C", "C", "C", "C", "C", "C", "C", "C", "C", "C", "C", "C", "H", "H", "H", "H", "H", "H", "H", "H", "H", "H", "H", "H", "H", "H", "H", "H", "H", "H", "H", "H", "H", "H", "H", "H", "H", "H", "H", "H", "H", "H", "H", "H", "H", "H", "H", "H", "H", "H", "H", "H", "H", "H", "O", "C", "O", "C", "C", "C", "C", "C", "N", "C", "O", "O", "H", "H", "H", "O", "B", "O", "C", "C", "C", "C", "C", "C", "H", "H", "H", "H"], "coordinates": [[-1.02245, 1.65734, -0.29061], [-2.63951, -5.63741, 3.80200], [-2.96205, -4.49725, 4.52569], [-3.04673, -3.27249, 3.88514], [-2.83750, -3.16937, 2.50917], [-2.51364, -4.31925, 1.79359], [-2.41858, -5.54509, 2.43648], [-2.73592, -1.49197, 1.75818], [-4.39295, -0.85545, 2.26377], [-5.48549, -1.61873, 2.67386], [-6.68678, -1.00521, 2.99614], [-6.81834, 0.37339, 2.91018], [-5.73339, 1.14176, 2.51805], [-4.52709, 0.52969, 2.22041], [-3.07156, -1.96036, 0.01831], [-4.29678, -2.56157, -0.27360], [-4.56832, -3.05028, -1.53485], [-3.59789, -2.98292, -2.51474], [-2.38282, -2.38397, -2.24195], [-2.08741, -1.81974, -0.99581], [-0.43727, -0.82558, -0.79904], [0.84978, -2.25438, -0.51914], [1.10829, -2.94804, -1.70239], [1.98174, -4.01777, -1.77264], [2.66753, -4.40413, -0.64534], [2.43644, -3.75194, 0.55247], [1.53185, -2.69017, 0.66260], [1.00795, -2.22838, 2.36622], [2.30685, -3.12807, 3.34342], [3.61612, -2.69154, 3.53586], [4.53549, -3.48827, 4.20106], [4.16074, -4.72918, 4.69645], [2.85479, -5.16357, 4.53218], [1.93726, -4.36867, 3.86075], [1.57065, -0.54401, 2.81025], [2.70901, 0.10110, 2.34014], [3.16413, 1.25749, 2.95395], [2.50874, 1.76482, 4.06363], [1.36349, 1.13919, 4.53043], [0.89189, -0.00131, 3.90200], [0.08020, -0.23223, -2.58415], [-0.85371, -0.10415, -3.61647], [-0.51992, 0.42826, -4.85039], [0.75998, 0.88172, -5.09543], [1.69714, 0.85261, -4.08002], [1.37400, 0.31671, -2.83456], [2.58655, 0.37204, -1.47484], [3.39412, 2.00523, -1.73771], [2.73663, 3.09357, -1.15983], [3.25842, 4.37226, -1.25846], [4.45845, 4.57915, -1.92341], [5.13578, 3.49986, -2.47258], [4.61350, 2.21736, -2.37759], [3.93695, -0.71250, -2.09903], [3.91484, -1.41370, -3.30075], [4.94790, -2.27906, -3.63108], [6.01207, -2.46694, -2.76380], [6.04243, -1.77996, -1.55934], [5.01374, -0.91273, -1.23314], [-2.55377, -6.59315, 4.30358], [-3.13050, -4.56445, 5.59334], [-3.27949, -2.38162, 4.45783], [-2.33265, -4.25237, 0.72846], [-2.15753, -6.42887, 1.86772], [-5.40278, -2.69506, 2.75472], [-7.52868, -1.61008, 3.31064], [-7.76147, 0.84306, 3.15847], [-5.82583, 2.21775, 2.43996], [-3.66046, 1.12140, 1.96136], [-5.05199, -2.64815, 0.49599], [-5.53471, -3.49023, -1.74762], [-3.79780, -3.38831, -3.49919], [-1.63287, -2.35544, -3.02326], [0.58514, -2.64456, -2.60217], [2.13169, -4.53774, -2.71003], [3.38805, -5.21185, -0.68262], [2.97992, -4.08922, 1.42295], [3.92436, -1.72937, 3.15350], [5.55636, -3.14694, 4.32146], [4.88245, -5.35321, 5.20865], [2.55788, -6.13315, 4.91333], [0.92122, -4.71535, 3.71820], [3.24076, -0.30815, 1.49574], [4.03879, 1.76330, 2.56329], [2.86834, 2.66448, 4.54225], [0.83396, 1.54889, 5.38160], [-0.00106, -0.50023, 4.26382], [-1.87700, -0.41091, -3.43954], [-1.27560, 0.51249, -5.62200], [1.02165, 1.29812, -6.06093], [2.68583, 1.26527, -4.24789], [1.81892, 2.93083, -0.60867], [2.73182, 5.19974, -0.80036], [4.86754, 5.57736, -2.01542], [6.07865, 3.65947, -2.98181], [5.15163, 1.37882, -2.80212], [3.08387, -1.28861, -3.98255], [4.91489, -2.82260, -4.56758], [6.80731, -3.15554, -3.02034], [6.86559, -1.92318, -0.87077], [5.04595, -0.37331, -0.29363], [-0.17792, 4.72379, 2.63318], [-0.64621, 3.89039, 1.86249], [-0.05534, 2.86769, 1.38521], [-2.08905, 4.07791, 1.39493], [-2.87137, 5.17070, 1.72847], [-4.15199, 5.25250, 1.19827], [-4.59776, 4.26323, 0.33108], [-3.74985, 3.20652, 0.04168], [-2.54634, 3.13039, 0.59119], [-4.09889, 2.07476, -0.93859], [-5.20431, 2.10774, -1.46795], [-3.16965, 1.22449, -1.11403], [-2.46682, 5.93020, 2.38094], [-4.79194, 6.09084, 1.44433], [-5.57721, 4.29680, -0.12361], [-0.25679, 3.11336, -3.24997], [-0.57021, 3.17328, -1.89865], [-0.87547, 4.49969, -1.56551], [-0.75434, 5.23207, -2.70850], [-0.95762, 6.57993, -2.91166], [-0.77589, 7.05035, -4.20846], [-0.39933, 6.20234, -5.24224], [-0.19175, 4.84223, -5.03058], [-0.37848, 4.37785, -3.74589], [-1.24544, 7.22907, -2.09641], [-0.93764, 8.09938, -4.41822], [-0.26162, 6.60985, -6.23514], [0.09148, 4.17713, -5.83449]], "atomic_forces_ev_per_a": [[0.0, 0.1, 0.2], [0.0, -0.1, 0.0], [0.0, 0.0, 0.0], [0.0, 0.0, 0.0], [0.5, 0.1, 0.1], [-0.1, 0.1, 0.0], [0.0, 0.0, 0.0], [-0.3, -0.2, 0.1], [0.2, 0.2, 0.1], [0.0, 0.1, 0.0], [0.0, -0.1, 0.0], [0.0, 0.0, 0.0], [-0.1, 0.1, 0.0], [0.0, -0.1, 0.0], [0.2, 0.1, -0.6], [0.2, 0.1, -0.1], [-0.2, -0.1, 0.0], [0.0, -0.1, -0.2], [0.3, -0.1, 0.1], [-0.3, 0.2, 0.4], [-0.1, -0.4, -0.4], [0.3, 0.3, 0.9], [-0.3, 0.2, 0.0], [0.1, -0.1, -0.2], [0.2, -0.1, 0.0], [0.0, 0.2, 0.1], [-0.2, 0.0, -0.6], [0.2, 0.2, 0.2], [-0.3, -0.2, 0.0], [0.0, 0.0, 0.0], [0.1, 0.0, 0.0], [0.0, 0.0, 0.0], [0.0, -0.1, 0.0], [0.0, 0.1, 0.0], [-0.1, -0.1, 0.0], [-0.2, 0.1, -0.1], [0.1, 0.0, -0.1], [-0.1, 0.1, -0.1], [0.0, 0.1, 0.1], [0.0, 0.0, -0.1], [0.4, 0.5, 0.0], [-0.1, -0.1, 0.2], [-0.1, 0.0, -0.2], [0.2, 0.1, -0.2], [-0.1, -0.1, 0.2], [-0.5, -0.3, -0.1], [0.4, 0.0, -0.1], [-0.1, 0.0, 0.2], [0.1, 0.0, 0.0], [-0.1, 0.1, 0.0], [0.0, 0.0, -0.1], [0.1, 0.1, 0.0], [-0.2, 0.0, 0.0], [-0.2, -0.3, 0.2], [-0.1, 0.1, 0.0], [0.1, -0.1, 0.0], [0.0, -0.1, -0.1], [0.1, 0.1, 0.1], [0.0, 0.0, 0.0], [0.0, 0.0, 0.0], [0.0, 0.0, 0.0], [0.0, 0.0, 0.0], [0.0, 0.0, 0.0], [0.0, 0.0, 0.0], [0.0, 0.0, 0.0], [0.0, 0.0, 0.0], [0.0, 0.0, 0.0], [0.0, 0.0, 0.0], [0.0, 0.1, -0.1], [0.0, 0.0, 0.0], [0.0, 0.0, 0.0], [0.1, 0.0, 0.0], [-0.1, -0.1, 0.0], [0.1, 0.0, 0.0], [0.0, 0.0, -0.1], [0.0, 0.0, 0.0], [0.0, 0.0, -0.1], [0.0, 0.0, 0.0], [0.0, 0.0, 0.0], [0.0, 0.0, 0.0], [0.0, 0.0, 0.0], [-0.1, 0.0, 0.0], [0.1, 0.0, -0.2], [0.0, 0.0, 0.0], [0.0, 0.1, 0.0], [0.0, 0.0, 0.0], [0.0, 0.0, 0.0], [0.0, 0.2, -0.1], [0.0, 0.0, 0.0], [0.0, 0.0, 0.0], [0.0, 0.0, 0.0], [0.0, 0.0, 0.1], [0.0, 0.0, 0.0], [0.0, 0.0, 0.0], [0.0, 0.0, 0.0], [0.0, 0.0, 0.0], [0.0, 0.0, 0.0], [0.0, 0.0, 0.0], [0.0, 0.0, 0.0], [0.0, 0.0, 0.0], [0.0, 0.0, 0.1], [-0.2, 0.0, -0.1], [0.2, 0.2, 0.3], [0.0, -0.4, -0.2], [0.2, 0.1, 0.1], [-0.1, 0.0, 0.1], [0.1, -0.1, -0.1], [-0.1, 0.0, 0.1], [-0.2, -0.2, -0.1], [0.0, -0.1, 0.0], [-0.1, 0.1, -0.1], [0.0, 0.0, 0.1], [0.3, -0.1, 0.1], [0.1, 0.0, 0.0], [0.0, 0.0, 0.0], [0.0, -0.1, -0.1], [0.1, -0.1, -0.3], [-0.2, 0.0, 0.2], [0.0, 0.4, 0.2], [0.1, -0.1, -0.4], [0.0, -0.2, 0.2], [0.0, 0.1, -0.1], [0.0, 0.1, -0.1], [0.0, -0.2, 0.1], [-0.1, 0.4, 0.2], [0.0, 0.0, 0.0], [0.0, 0.0, 0.0], [0.0, 0.0, 0.0], [0.0, 0.0, 0.0]], "total_charge": -1, "e_tot_ha": -4617.5916, "e_homo_ev": -5.51, "e_above_lowest_ev": 0.000, "orbital_gap_ha": 0.2882}



No. 4
{"formula": "C2H3ClNOP", "method": "ωB97M-V/def2-TZVPD", "elements": ["C", "C", "N", "O", "P", "Cl", "H", "H", "H"], "coordinates": [[-3.24047, -1.40697, 0.28270], [0.04524, 0.12394, -0.05720], [-3.67306, -2.25920, 0.92289], [-2.75017, 0.09090, -1.83258], [-2.50706, 0.08699, -0.42365], [-3.38357, 1.65214, 0.48641], [0.10510, 0.42096, -1.13596], [0.17638, 0.70373, 0.78174], [0.33228, -0.92746, 0.01806]], "atomic_forces_ev_per_a": [[0.1, 0.7, 0.8], [-3.4, -2.2, -3.4], [0.0, -0.1, -0.2], [-0.3, 0.1, -2.7], [3.2, -0.5, 2.0], [0.1, -0.2, 0.4], [0.2, 0.5, 1.4], [0.4, 1.6, 1.4], [-0.3, 0.2, 0.3]], "total_charge": 0, "e_tot_ha": -1009.4960, "e_homo_ev": -10.13, "e_above_lowest_ev": 2.430, "orbital_gap_ha": 0.3236}